(1)
{"formula": "C2H5O3P", "method": "ωB97M-V/def2-TZVPD", "species": ["C", "C", "O", "O", "O", "P", "H", "H", "H", "H", "H"], "xyz": [[0.05058, -0.08818, -0.00242], [-2.28630, 0.11786, -0.11642], [0.11440, -0.56507, 1.11031], [-0.92210, 0.31410, -0.70939], [1.45958, 0.05818, -0.75125], [2.66837, -0.42413, 0.28515], [-3.00844, -0.24353, -0.85056], [-2.55985, 1.04605, 0.43713], [-2.12624, -0.59377, 0.65813], [3.06124, 0.93218, 0.76524], [3.54875, -0.55369, -0.82592]], "lowdin_charge": [-0.56, 0.05, 0.04, 0.03, -0.46, 0.79, 0.10, 0.11, 0.07, -0.08, -0.10], "total_charge": 0, "total_energy_ha": -646.23688, "homo_energy_ev": -9.0, "homo_lumo_gap_ev": 9.7, "relative_energy_kj_mol": 224.0}

***

(2)
{"formula": "Cl2HN3", "method": "ωB97M-V/def2-TZVPD", "species": ["N", "N", "N", "Cl", "Cl", "H"], "xyz": [[0.52468, -1.54129, -0.05102], [0.92808, -0.54063, -0.37445], [-1.46581, 0.67000, 0.85042], [2.64126, 0.29773, -0.41205], [-0.63444, 1.28759, -0.44003], [-1.99377, -0.17340, 0.42712]], "lowdin_charge": [0.12, -0.59, -0.42, 0.32, 0.57, 0.00], "total_charge": 0, "total_energy_ha": -1085.07755, "homo_energy_ev": [-9.9, -10.3], "homo_lumo_gap_ev": [8.4, 8.1], "relative_energy_kj_mol": 88.6}

***

(3)
{"formula": "CH3O3Si", "method": "ωB97M-V/def2-TZVPD", "species": ["C", "O", "O", "O", "Si", "H", "H", "H"], "xyz": [[-3.37645, 0.49795, -0.04385], [-3.91597, -0.06258, -1.01245], [-3.83672, 1.41028, 0.56914], [-2.03483, -1.89111, 0.98901], [-2.01159, -0.66605, 0.08136], [0.46767, -1.24984, -1.70867], [1.29907, -1.04679, -1.75208], [-1.13234, -0.58110, -1.10194]], "lowdin_charge": [-0.92, -0.08, -0.04, -0.44, 0.57, -0.02, 0.03, -0.10], "total_charge": -1, "total_energy_ha": -555.14476, "homo_energy_ev": -4.3, "homo_lumo_gap_ev": 8.3, "relative_energy_kj_mol": 208.0}

***

(4)
{"formula": "C9H8O3", "method": "ωB97M-V/def2-TZVPD", "species": ["C", "C", "C", "C", "C", "C", "C", "C", "C", "H", "H", "H", "H", "H", "H", "H", "H", "O", "O", "O"], "xyz": [[2.53021, -0.19803, 0.02510], [2.31181, 1.26610, 0.02184], [0.93187, 1.69535, -0.08418], [-0.17432, 0.85912, -0.13752], [-2.50294, 0.22924, -0.07960], [-2.33648, -1.18569, -0.38598], [-0.98946, -1.58643, 0.03365], [0.09873, -0.46777, -0.10420], [1.38591, -1.02663, 0.09128], [4.39331, -0.26449, 0.38418], [3.03902, 2.06300, -0.09668], [0.71192, 2.78684, -0.17093], [-3.02197, -1.92174, 0.11336], [-2.56552, -1.14866, -1.36314], [-0.80249, -2.57289, -0.53038], [-0.94621, -1.88080, 1.21347], [1.43152, -2.03310, 0.30960], [3.68410, -0.84414, 0.07565], [-1.40600, 1.24910, -0.14656], [-3.49956, 0.52758, 0.55317]], "lowdin_charge": [-0.32, 0.02, 0.00, -0.34, -0.30, -0.15, -0.13, -0.13, 0.03, 0.12, 0.09, 0.13, 0.16, 0.10, 0.14, 0.18, 0.09, 0.06, 0.10, 0.13], "total_charge": 0, "total_energy_ha": -573.39328, "homo_energy_ev": -8.1, "homo_lumo_gap_ev": 8.8, "relative_energy_kj_mol": 192.0}